No. 1
Below is a structure of composition C4H7KO, with properties calculated with ωB97M-V/def2-TZVPD.

CARTESIAN COORDINATES (ANGSTROEM)
K (2.54, 0.00, -2.08)
O (1.18, 0.64, 0.34)
C (-0.04, 1.13, 0.43)
C (-2.22, -0.63, 0.92)
C (-2.73, 0.74, 0.63)
C (-1.16, 0.18, 0.20)
H (-2.73, 1.47, 1.44)
H (-1.05, -0.27, -0.79)
H (-0.10, 2.12, -0.06)
H (-3.48, 0.86, -0.15)
H (-2.63, -1.44, 0.31)
H (-1.97, -0.84, 1.97)
H (-0.45, 0.76, 1.60)

E_LUMO (spin up / spin down) = -0.1453 / -0.1881 hartree
Orbital gap (spin up / spin down) = 8.56 / 8.02 eV
Highest occupied orbital energy (spin up / spin down) = -0.460 / -0.483 Eh
Net charge = +1
<S²> = 0.759
Calculated total energy = -831.40932 a.u.
Multiplicity = 2
Energy relative to the best compared isomer or geometry (same formula, charge and spin) = 353.6 kJ/mol


No. 2
Below is a structure of composition C2H3F2I, with properties calculated with ωB97M-V/def2-TZVPD.

CARTESIAN COORDINATES (ANGSTROEM)
I (3.10, -0.11, 0.10)
F (1.15, 0.29, -1.98)
F (0.55, 2.04, 0.61)
C (0.03, 0.95, 0.04)
C (1.12, 0.04, -0.64)
H (-0.75, 1.34, -0.72)
H (0.68, -1.28, -0.47)
H (-0.67, 0.57, 0.91)

E_LUMO = 0.0092 hartree
Orbital gap = 10.03 eV
Highest occupied orbital energy = -0.359 Eh
Net charge = 0
Calculated total energy = -575.35449 a.u.
Multiplicity = 1
Energy relative to the best compared isomer or geometry (same formula, charge and spin) = 189.4 kJ/mol


No. 3
Below is a cluster of 3 separate species, C14H19BN3O4 in total, with properties calculated with ωB97M-V/def2-TZVPD.

CARTESIAN COORDINATES (ANGSTROEM)
O (3.73, -0.68, 4.13)
O (-0.70, -2.03, -3.25)
O (-1.17, 0.05, -2.93)
O (4.78, 0.10, 2.41)
N (4.07, 0.22, 3.38)
N (-1.41, -1.06, -3.36)
N (-1.57, -0.42, 0.55)
C (3.45, 3.89, 3.14)
C (-0.75, -1.58, 0.95)
C (-3.01, -2.49, -4.57)
C (3.91, 2.61, 2.84)
C (3.58, 1.58, 3.70)
C (-5.06, -1.57, -5.42)
C (2.81, 1.77, 4.82)
C (-4.71, -0.32, -4.93)
C (2.36, 3.05, 5.11)
C (-3.52, -0.14, -4.25)
C (2.69, 4.11, 4.27)
C (-4.21, -2.65, -5.24)
C (0.60, -1.60, 0.23)
C (-2.69, -1.24, -4.09)
B (1.80, -0.69, 0.94)
H (-1.65, -0.34, -0.46)
H (0.41, -1.23, -0.78)
H (2.77, -1.38, 1.26)
H (-3.22, 0.81, -3.85)
H (1.35, -0.14, 1.98)
H (-6.00, -1.70, -5.94)
H (1.76, 3.22, 5.99)
H (4.49, 2.40, 1.95)
H (-0.58, -1.48, 2.03)
H (-1.31, -2.53, 0.79)
H (-2.49, -0.44, 0.96)
H (2.33, 5.11, 4.50)
H (3.69, 4.71, 2.47)
H (-2.32, -3.31, -4.41)
H (2.18, 0.23, 0.19)
H (0.90, -2.65, 0.14)
H (-5.38, 0.52, -5.06)
H (-4.48, -3.63, -5.62)
H (2.57, 0.92, 5.45)

E_LUMO = 0.0635 hartree
Orbital gap = 5.80 eV
Highest occupied orbital energy = -0.150 Eh
Net charge = -1
Calculated total energy = -1034.74763 a.u.
Multiplicity = 1


No. 4
Below is a cluster of 22 separate species, C44H66N22 in total, with properties calculated with ωB97M-V/def2-TZVPD.

CARTESIAN COORDINATES (ANGSTROEM)
N (-12.72, 11.39, 1.92)
N (-19.16, 13.04, 3.58)
N (-21.55, 10.95, 6.62)
N (-21.95, 16.89, 3.16)
N (-21.99, 12.95, 9.72)
N (-18.34, 9.12, 4.95)
N (-18.95, 16.12, 5.92)
N (-15.45, 6.49, 3.92)
N (-18.64, 11.64, 0.04)
N (-15.65, 11.97, 4.50)
N (-23.26, 13.61, 0.98)
N (-17.43, 18.69, 9.16)
N (-23.90, 7.78, 7.80)
N (-14.51, 10.56, 7.95)
N (-22.53, 16.95, 7.41)
N (-25.73, 13.42, 4.90)
N (-18.33, 8.68, 11.22)
N (-16.63, 14.67, 8.82)
N (-14.85, 14.51, 1.81)
N (-14.28, 17.40, 5.53)
N (-23.54, 9.86, 3.56)
N (-21.95, 8.38, 0.11)
C (-19.21, 18.56, 5.10)
C (-17.72, 14.97, 8.96)
C (-26.13, 12.08, 2.70)
C (-21.12, 10.65, 2.90)
C (-14.35, 16.28, 5.81)
C (-22.10, 9.45, -0.22)
C (-16.50, 6.44, 3.44)
C (-20.76, 14.17, 0.83)
C (-14.52, 14.91, 6.18)
C (-24.12, 11.03, 7.19)
C (-22.20, 15.89, 7.02)
C (-18.59, 12.55, 6.06)
C (-16.51, 8.06, 6.49)
C (-16.36, 11.17, 1.18)
C (-22.89, 6.85, 5.48)
C (-19.08, 17.17, 5.49)
C (-16.34, 18.34, 9.39)
C (-23.64, 14.85, 10.36)
C (-22.66, 11.05, 6.87)
C (-14.06, 9.91, 4.64)
C (-25.91, 12.94, 3.89)
C (-20.31, 9.01, 9.57)
C (-24.40, 16.21, 2.59)
C (-22.46, 10.25, 3.33)
C (-16.08, 10.93, 10.01)
C (-21.83, 14.55, 6.60)
C (-23.03, 16.53, 3.03)
C (-14.95, 17.84, 9.39)
C (-15.63, 15.12, 2.41)
C (-22.34, 10.85, -0.56)
C (-16.64, 15.81, 3.23)
C (-17.52, 8.67, 5.65)
C (-19.07, 15.38, 9.20)
C (-23.36, 7.48, 6.78)
C (-22.15, 13.84, 0.88)
C (-12.20, 12.37, 1.63)
C (-18.96, 12.86, 4.71)
C (-22.64, 13.85, 10.06)
C (-19.22, 8.83, 10.49)
C (-17.78, 6.13, 2.75)
C (-17.65, 11.37, 0.55)
C (-15.20, 10.78, 8.87)
C (-11.45, 13.57, 1.23)
C (-14.96, 11.06, 4.54)
H (-10.36, 13.46, 1.33)
H (-17.00, 7.18, 6.98)
H (-19.58, 15.47, 8.24)
H (-24.64, 14.52, 9.91)
H (-23.32, 11.03, -0.99)
H (-16.29, 11.72, 2.11)
H (-20.14, 13.39, 0.42)
H (-16.16, 16.67, 3.69)
H (-16.18, 8.70, 7.36)
H (-23.82, 15.14, 11.34)
H (-23.65, 6.16, 5.13)
H (-14.86, 16.87, 9.99)
H (-16.26, 10.08, 1.47)
H (-13.15, 10.24, 4.14)
H (-20.36, 14.20, 1.88)
H (-20.98, 11.73, 2.91)
H (-20.43, 10.44, 3.66)
H (-15.17, 14.33, 5.54)
H (-20.27, 8.28, 8.81)
H (-19.52, 18.61, 4.06)
H (-17.52, 16.09, 2.62)
H (-18.26, 19.05, 5.09)
H (-11.82, 14.40, 1.83)
H (-25.69, 12.27, 1.75)
H (-18.11, 7.04, 2.36)
H (-16.93, 15.13, 4.01)
H (-21.08, 14.25, 7.31)
H (-24.30, 15.29, 2.04)
H (-20.85, 10.23, 1.93)
H (-22.79, 7.67, 4.74)
H (-25.95, 11.03, 2.92)
H (-13.88, 9.57, 5.66)
H (-11.74, 13.72, 0.22)
H (-24.44, 9.96, 7.14)
H (-15.87, 11.92, 10.39)
H (-17.73, 13.12, 6.36)
H (-15.98, 10.05, 10.69)
H (-21.32, 8.99, 10.03)
H (-25.10, 16.09, 3.44)
H (-18.52, 5.67, 3.47)
H (-15.59, 7.72, 5.90)
H (-17.49, 5.32, 2.12)
H (-24.64, 17.07, 1.89)
H (-14.95, 14.88, 7.16)
H (-21.33, 14.51, 5.62)
H (-22.25, 11.55, 0.24)
H (-27.22, 12.17, 2.52)
H (-20.30, 9.99, 9.10)
H (-20.50, 15.17, 0.47)
H (-19.39, 12.81, 6.76)
H (-24.67, 11.62, 6.41)
H (-23.34, 15.81, 9.72)
H (-14.67, 17.72, 8.38)
H (-18.97, 16.33, 9.80)
H (-19.62, 14.62, 9.84)
H (-17.09, 10.96, 9.57)
H (-15.53, 11.48, 0.56)
H (-21.54, 11.07, -1.27)
H (-22.73, 13.86, 6.61)
H (-14.28, 18.53, 9.80)
H (-19.90, 19.06, 5.78)
H (-18.26, 11.49, 6.17)
H (-21.92, 6.34, 5.53)
H (-13.52, 14.40, 6.23)
H (-14.46, 9.11, 4.05)
H (-24.13, 11.41, 8.20)

E_LUMO = 0.0128 hartree
Orbital gap = 11.55 eV
Highest occupied orbital energy = -0.412 Eh
Net charge = 0
Calculated total energy = -2920.62290 a.u.
Multiplicity = 1
Energy relative to the best compared isomer or geometry (same formula, charge and spin) = 54.3 kJ/mol


No. 5
Below is a structure of composition C44H37Cl2N9O2SeSn, with properties calculated with ωB97M-V/def2-TZVPD.

CARTESIAN COORDINATES (ANGSTROEM)
Sn (-0.43, 0.09, 0.54)
Se (5.23, -1.27, -4.27)
Cl (6.96, -0.08, -0.26)
Cl (-2.16, -5.44, 6.26)
O (1.83, 2.38, 3.24)
O (0.51, 1.33, 2.04)
N (0.54, -1.72, -0.37)
N (-2.20, -1.28, -1.58)
N (-1.90, 0.29, 2.21)
N (4.50, 0.27, -3.67)
N (-0.63, 0.34, -1.79)
N (0.67, 0.75, -3.80)
N (4.10, -2.38, -3.31)
N (-2.17, -0.91, -0.26)
N (1.19, 1.40, -0.10)
C (-3.23, -0.56, 0.39)
C (5.44, 0.40, 0.47)
C (1.67, 1.61, 2.32)
C (1.46, -1.22, -1.13)
C (2.06, 3.08, -1.56)
C (1.21, 2.61, -0.56)
C (-1.81, -4.24, 5.02)
C (-1.19, -3.06, 5.39)
C (2.90, 2.21, -2.20)
C (-3.99, 0.73, 3.79)
C (3.32, -1.57, -2.68)
C (-4.18, 0.21, 2.56)
C (-3.74, 3.18, 0.44)
C (4.32, -0.15, -0.01)
C (-1.90, -1.54, -5.76)
C (-1.29, -2.43, 3.18)
C (5.38, 1.26, 1.54)
C (-3.12, 0.01, 1.70)
C (-1.63, 0.88, 3.37)
C (2.03, -3.42, -1.58)
C (-1.56, 2.09, 0.26)
C (-2.18, -4.50, 3.71)
C (2.92, 0.85, -2.05)
C (-1.15, -0.71, -3.69)
C (-0.20, -0.01, -4.41)
C (0.48, 0.83, -2.41)
C (2.28, -2.10, -1.78)
C (2.99, 1.16, 1.62)
C (-1.98, -1.48, -4.38)
C (0.31, -2.96, -0.14)
C (4.16, 1.63, 2.09)
C (-1.39, -0.67, -2.33)
C (3.57, -0.08, -2.88)
C (-0.06, -0.01, -5.74)
C (1.07, -3.88, -0.75)
C (-1.62, 4.44, -0.05)
C (-2.69, 1.07, 4.19)
C (-2.30, 3.27, 0.75)
C (-0.81, -1.58, 2.29)
C (1.59, 0.41, -1.51)
C (-1.93, -3.58, 2.76)
C (3.19, 0.20, 0.67)
C (-0.93, -0.80, -6.42)
C (-0.91, -2.14, 4.46)
H (-2.46, 1.52, 5.15)
H (0.93, -0.95, 1.53)
H (-2.15, 5.38, 0.11)
H (-2.71, -2.03, -3.80)
H (1.32, 1.36, -4.25)
H (-0.53, -3.26, 0.47)
H (-0.98, -1.96, 1.35)
H (2.48, -0.52, 0.86)
H (-1.63, 4.19, -1.11)
H (3.65, 2.54, -2.91)
H (6.31, 1.63, 1.93)
H (-0.52, 2.52, -2.64)
H (-0.60, 4.65, 0.21)
H (2.69, -4.06, -2.15)
H (-2.23, -3.75, 1.74)
H (-3.82, 2.91, -0.62)
H (0.84, -4.93, -0.60)
H (-2.13, 3.48, 1.81)
H (0.68, 3.35, 0.01)
H (4.36, -1.00, -0.65)
H (-5.18, -0.07, 2.21)
H (-0.71, 2.61, 0.18)
H (-4.84, 0.88, 4.45)
H (-4.31, 4.10, 0.62)
H (-0.84, -0.88, -7.49)
H (-2.58, -2.17, -6.33)
H (4.07, 2.29, 2.94)
H (0.12, -1.31, 2.65)
H (2.09, 4.15, -1.71)
H (-4.21, -0.72, -0.02)
H (-0.63, 1.15, 3.63)
H (-2.64, -5.44, 3.47)
H (-0.36, -1.25, 4.70)
H (0.73, 0.56, -6.20)
H (-4.17, 2.36, 1.01)
H (-0.92, -2.92, 6.42)
H (-1.69, 2.35, -0.79)

E_LUMO (spin up / spin down) = 0.1404 / 0.1404 hartree
Orbital gap (spin up / spin down) = 4.72 / 4.74 eV
Highest occupied orbital energy (spin up / spin down) = -0.033 / -0.034 Eh
Net charge = -2
Calculated total energy = -5877.60262 a.u.
Multiplicity = 1
Energy relative to the best compared isomer or geometry (same formula, charge and spin) = 969.8 kJ/mol


No. 6
Below is the molecule C3H2N2O2, with properties calculated with ωB97M-V/def2-TZVPD.

CARTESIAN COORDINATES (ANGSTROEM)
O (1.28, -0.57, 0.85)
O (1.22, 1.35, -0.41)
N (-2.43, -1.22, 0.00)
N (-0.09, 1.71, 0.06)
C (-1.62, -0.30, -0.03)
C (-0.90, 0.77, 0.03)
C (1.78, 0.22, 0.10)
H (2.80, 0.15, -0.31)
H (-2.04, -2.12, -0.31)

E_LUMO = -0.0384 hartree
Orbital gap = 8.33 eV
Highest occupied orbital energy = -0.344 Eh
Net charge = 0
Calculated total energy = -375.35800 a.u.
Multiplicity = 1
SMILES string = N=C=C=NOC=O
Energy relative to the best compared isomer or geometry (same formula, charge and spin) = 403.1 kJ/mol


| no. | largest force on an atom (eV/Å) |
| --- | --- |
| 1 | 5.0 |
| 2 | 5.3 |
| 3 | 0.4 |
| 4 | 4.8 |
| 5 | 7.3 |
| 6 | 0.7 |